(1)
Entry from the Open Molecules 2025 dataset: a structure of composition C40H36FeN3O at a distorted geometry (ωB97M-V with the def2-TZVPD basis set).

Geometry (Å):
1 C -3.278 -0.802 -0.040
2 O -2.236 -0.164 0.704
3 C -0.872 -0.392 0.340
4 C -0.717 -1.539 -0.714
5 C 0.088 -1.365 -1.833
6 C 0.483 -2.469 -2.602
7 C -0.019 -3.732 -2.310
8 C -0.949 -3.895 -1.277
9 C -1.293 -2.803 -0.480
10 C -0.470 0.994 -0.270
11 N 0.703 1.629 -0.146
12 C 1.875 1.495 0.661
13 C 3.061 1.251 -0.021
14 C 4.219 1.032 0.714
15 C 4.182 1.147 2.107
16 C 2.994 1.448 2.783
17 C 1.840 1.708 2.048
18 N 0.850 2.616 -1.102
19 C -0.331 2.761 -1.638
20 C -0.616 3.831 -2.585
21 C -1.872 4.463 -2.773
22 C -1.998 5.501 -3.687
23 C -0.883 5.936 -4.411
24 C 0.373 5.352 -4.204
25 C 0.511 4.319 -3.282
26 N -1.218 1.772 -1.132
27 C -2.485 1.595 -1.774
28 C -3.630 2.076 -1.149
29 C -4.824 2.176 -1.876
30 C -4.861 1.734 -3.201
31 C -3.717 1.210 -3.811
32 C -2.505 1.167 -3.102
33 H -4.139 -0.138 0.049
34 H -3.031 -0.919 -1.115
35 H -3.523 -1.775 0.423
36 H 0.437 -0.367 -2.091
37 H 1.193 -2.312 -3.417
38 H 0.297 -4.608 -2.877
39 H -1.392 -4.863 -1.050
40 H -1.993 -2.944 0.351
41 H 3.042 1.202 -1.109
42 H 5.139 0.753 0.201
43 H 5.092 0.962 2.682
44 H 2.971 1.464 3.874
45 H 0.889 2.001 2.499
46 H -2.734 4.125 -2.198
47 H -2.970 5.971 -3.827
48 H -0.986 6.746 -5.129
49 H 1.252 5.694 -4.747
50 H 1.477 3.858 -3.075
51 H -3.562 2.390 -0.106
52 H -5.714 2.587 -1.394
53 H -5.786 1.793 -3.768
54 H -3.738 0.829 -4.834
55 H -1.574 0.840 -3.575
56 C -0.766 -0.128 2.845
57 C -0.107 -0.695 1.593
58 C 0.356 -2.127 1.857
59 C 1.300 -2.883 1.036
60 C 1.338 -4.244 1.512
61 C 0.481 -4.336 2.678
62 C -0.102 -3.023 2.906
63 Fe 1.861 -2.962 2.915
64 C 2.717 -1.601 4.066
65 C 3.537 -1.955 2.905
66 C 3.777 -3.384 2.947
67 C 3.107 -3.917 4.120
68 C 2.451 -2.822 4.806
69 H -0.077 -0.187 3.702
70 H -1.068 0.917 2.719
71 H -1.683 -0.701 3.067
72 H 0.844 -0.179 1.470
73 H 1.764 -2.467 0.146
74 H 1.896 -5.041 1.032
75 H 0.265 -5.227 3.266
76 H -0.814 -2.724 3.677
77 H 2.454 -0.597 4.390
78 H 3.948 -1.265 2.174
79 H 4.392 -3.949 2.249
80 H 3.147 -4.952 4.459
81 H 1.930 -2.889 5.759

Multiplicity: 5
Highest occupied orbital energy (alpha / beta), eV: -1.227 / -3.228
Orbital gap (alpha / beta), eV: 3.68 / 5.67
Total charge: -1
Calculated total energy, eV: -82961.9216

The molecule's Mulliken atomic charges, reported in e, are given here:
1. C -0.867
2. O -0.602
3. C 4.008
4. C 0.060
5. C 0.181
6. C -0.877
7. C -0.576
8. C -0.856
9. C -0.091
10. C -2.358
11. N 1.628
12. C 0.435
13. C -0.461
14. C -0.536
15. C -0.734
16. C -0.495
17. C 0.148
18. N -1.657
19. C 0.622
20. C 0.441
21. C -0.170
22. C -0.698
23. C -0.471
24. C -0.567
25. C -0.821
26. N 0.679
27. C -0.466
28. C 0.120
29. C -0.891
30. C -0.528
31. C -1.085
32. C 0.266
33. H 0.417
34. H 0.259
35. H 0.441
36. H 0.418
37. H 0.411
38. H 0.367
39. H 0.394
40. H 0.135
41. H 0.448
42. H 0.364
43. H 0.271
44. H 0.526
45. H 0.336
46. H 0.353
47. H 0.380
48. H 0.348
49. H 0.344
50. H 0.378
51. H 0.390
52. H 0.389
53. H 0.407
54. H 0.390
55. H 0.499
56. C -2.518
57. C 0.944
58. C 1.311
59. C 0.106
60. C -0.932
61. C -1.108
62. C -0.583
63. Fe -0.835
64. C -0.242
65. C -0.068
66. C -1.220
67. C -0.633
68. C -1.653
69. H 0.206
70. H 0.469
71. H 0.566
72. H -0.582
73. H 0.718
74. H 0.464
75. H 0.494
76. H 0.549
77. H 0.514
78. H 0.271
79. H 0.459
80. H 0.453
81. H 0.405



(2)
Entry from the Open Molecules 2025 dataset: an isolated molecule of C5H9NO2S at a distorted geometry (ωB97M-V with the def2-TZVPD basis set).

Geometry (Å):
1 C -1.471 0.275 -0.458
2 C 1.259 -0.689 0.159
3 C -0.089 -1.525 0.134
4 C 1.090 0.585 0.795
5 C 1.373 1.865 0.118
6 N -0.967 -0.966 -0.688
7 O -3.730 -0.809 0.372
8 O -2.413 0.691 -1.383
9 S -3.081 0.507 0.280
10 H 2.010 -1.258 0.722
11 H 1.708 -0.539 -0.940
12 H 0.270 -2.499 -0.159
13 H -0.467 -1.522 1.246
14 H 1.084 0.570 1.950
15 H 0.593 1.834 -0.698
16 H 2.344 1.750 -0.414
17 H 1.207 2.831 0.651
18 H -0.719 -1.100 -1.687

Highest occupied orbital energy (alpha / beta), eV: -7.482 / -7.538
Orbital gap (alpha / beta), eV: 7.29 / 7.75
Total charge: 0
Calculated total energy, eV: -21745.2984

The molecule's Mulliken atomic charges, reported in e, are given here:
1. C 0.230
2. C -0.390
3. C -0.618
4. C -0.295
5. C -0.958
6. N -0.070
7. O -0.492
8. O -0.469
9. S 0.405
10. H 0.345
11. H 0.257
12. H 0.372
13. H 0.253
14. H 0.303
15. H 0.255
16. H 0.277
17. H 0.319
18. H 0.276



(3)
Entry from the Open Molecules 2025 dataset: a cluster of 10 separate species, C28H56F12O14S6 in total at a distorted geometry (ωB97M-V with the def2-TZVPD basis set).

Geometry (Å):
1 C 0.956 1.866 4.733
2 S 1.994 3.145 5.625
3 O 3.407 2.661 5.446
4 C 1.790 4.429 4.278
5 H 0.021 2.291 4.399
6 H 0.775 0.997 5.350
7 H 1.573 1.586 3.864
8 H 2.156 3.952 3.387
9 H 2.445 5.279 4.449
10 H 0.781 4.801 4.094
11 C 2.176 -1.488 -4.736
12 S 2.988 -3.141 -4.663
13 O 4.472 -2.958 -4.797
14 C 2.641 -3.497 -2.912
15 H 1.140 -1.606 -4.425
16 H 2.239 -1.210 -5.789
17 H 2.752 -0.803 -4.116
18 H 2.955 -2.695 -2.255
19 H 3.213 -4.375 -2.665
20 H 1.586 -3.704 -2.741
21 C -3.643 0.801 -3.743
22 S -3.308 2.255 -2.649
23 O -4.530 3.090 -2.680
24 C -3.370 1.262 -1.090
25 H -2.887 0.034 -3.635
26 H -3.690 1.126 -4.775
27 H -4.615 0.372 -3.513
28 H -4.411 0.898 -1.051
29 H -3.145 1.896 -0.237
30 H -2.672 0.428 -1.148
31 C -0.939 -1.992 5.478
32 S -1.017 -1.953 3.608
33 O -0.992 -0.516 3.171
34 C 0.704 -2.474 3.306
35 H -1.011 -3.017 5.893
36 H -1.813 -1.478 5.870
37 H -0.018 -1.547 5.887
38 H 0.887 -3.381 3.852
39 H 1.330 -1.676 3.742
40 H 0.940 -2.618 2.258
41 C -3.517 2.911 5.704
42 S -2.831 3.920 4.336
43 O -1.389 4.191 4.634
44 C -2.916 2.567 3.061
45 H -4.489 2.532 5.406
46 H -3.598 3.470 6.636
47 H -2.815 2.087 5.861
48 H -2.475 3.068 2.177
49 H -3.972 2.290 2.853
50 H -2.351 1.644 3.264
51 C 1.242 5.843 -3.581
52 S 0.952 4.373 -2.497
53 O -0.138 3.599 -3.143
54 C 2.422 3.410 -3.017
55 H 0.373 6.497 -3.544
56 H 1.424 5.501 -4.604
57 H 2.115 6.410 -3.270
58 H 3.367 3.885 -2.768
59 H 2.310 3.193 -4.078
60 H 2.491 2.455 -2.486
61 C 6.014 7.798 3.169
62 C 5.745 6.338 3.468
63 O 5.694 5.605 2.195
64 C 4.531 5.504 1.550
65 O 3.508 5.938 1.843
66 C 4.728 4.740 0.246
67 F 5.823 3.953 0.183
68 F 3.642 3.953 0.012
69 F 4.833 5.642 -0.785
70 H 6.020 8.388 4.096
71 H 5.227 8.198 2.521
72 H 6.957 8.014 2.679
73 H 4.849 6.277 4.075
74 H 6.656 5.892 3.862
75 C -7.711 -2.225 -2.359
76 C -6.251 -1.821 -2.428
77 O -5.342 -2.632 -1.656
78 C -5.153 -2.390 -0.409
79 O -5.595 -1.546 0.242
80 C -4.292 -3.516 0.214
81 F -3.415 -2.943 1.040
82 F -5.159 -4.340 0.954
83 F -3.606 -4.288 -0.648
84 H -7.878 -3.246 -2.751
85 H -8.294 -1.446 -2.910
86 H -8.014 -2.021 -1.331
87 H -6.054 -0.795 -2.167
88 H -5.860 -1.986 -3.437
89 C 1.274 1.595 -0.252
90 C 0.549 0.636 0.735
91 O -0.358 -0.301 0.007
92 C 0.183 -1.296 -0.566
93 O 1.306 -1.699 -0.481
94 C -0.791 -2.095 -1.485
95 F -0.755 -3.435 -1.363
96 F -2.123 -1.743 -1.378
97 F -0.498 -1.888 -2.805
98 H 0.467 2.206 -0.679
99 H 1.783 1.031 -1.022
100 H 2.031 2.215 0.219
101 H -0.089 1.188 1.432
102 H 1.189 0.021 1.361
103 C 2.885 -9.365 -2.655
104 C 1.510 -9.888 -3.057
105 O 0.608 -8.833 -3.512
106 C 0.148 -7.839 -2.663
107 O 0.314 -7.845 -1.506
108 C -0.691 -6.755 -3.380
109 F -0.980 -7.029 -4.648
110 F -1.812 -6.533 -2.708
111 F -0.008 -5.544 -3.370
112 H 3.304 -10.163 -2.015
113 H 2.738 -8.411 -2.104
114 H 3.490 -9.128 -3.539
115 H 1.083 -10.423 -2.182
116 H 1.573 -10.605 -3.871

Highest occupied orbital energy, eV: -8.555
Orbital gap, eV: 8.84
Total charge: 0
Calculated total energy, eV: -156225.4967

Mulliken atomic charge list, values in e, 99 entries:
1. C -0.355
2. S 0.436
3. O -0.654
4. C -0.512
5. H 0.061
6. H 0.255
7. H 0.142
8. H 0.000
9. H 0.272
10. H 0.362
11. C -0.554
12. S 0.467
13. O -0.647
14. C -0.418
15. H 0.045
16. H 0.399
17. H 0.208
18. H 0.190
19. H 0.418
20. H -0.065
21. C -0.718
22. S 0.757
23. O -0.733
24. C -0.073
25. H 0.122
26. H 0.443
27. H 0.120
28. H 0.285
29. H 0.128
30. H -0.346
31. C -1.075
32. S 0.557
33. O -0.453
34. C -0.876
35. H 0.364
36. H 0.351
37. H 0.302
38. H 0.463
39. H 0.255
40. H 0.153
41. C -0.848
42. S 0.309
43. O -0.513
44. C -0.676
45. H 0.365
46. H 0.355
47. H 0.172
48. H 0.240
49. H 0.491
50. H 0.094
51. C -1.005
52. S 0.595
53. O -0.591
54. C -0.779
55. H 0.350
56. H 0.307
57. H 0.354
58. H 0.332
59. H 0.491
60. H 0.037
61. C -1.103
62. C 0.026
63. O -0.320
64. C 0.304
65. O -0.446
66. C 0.918
67. F -0.271
68. F -0.233
69. F -0.272
70. H 0.370
71. H 0.306
72. H 0.318
73. H 0.101
74. H 0.311
75. C -1.245
76. C -0.066
77. O -0.210
78. C 0.324
79. O -0.496
80. C 0.943
81. F -0.258
82. F -0.302
83. F -0.233
84. H 0.301
85. H 0.370
86. H 0.345
87. H 0.168
88. H 0.343
89. C -0.858
90. C -0.288
91. O 0.139
92. C 0.037
93. O -0.561
94. C 0.790
95. F -0.277
96. F -0.112
97. F -0.321
98. H 0.299
99. H 0.309



(4)
Entry from the Open Molecules 2025 dataset: an isolated molecule of C7H13IO at a distorted geometry (ωB97M-V with the def2-TZVPD basis set).

Geometry (Å):
1 C 2.222 0.864 0.348
2 C 1.756 -0.528 -0.074
3 C 0.446 -0.908 0.642
4 I 0.684 -2.891 1.508
5 C -0.839 -0.926 -0.229
6 C -1.934 -0.085 0.457
7 C -1.474 1.317 0.087
8 O -0.859 1.218 -1.185
9 C -0.799 -0.165 -1.537
10 H 2.302 0.877 1.429
11 H 1.521 1.628 0.025
12 H 3.189 1.093 -0.083
13 H 1.667 -0.600 -1.150
14 H 2.535 -1.210 0.236
15 H 0.290 -0.244 1.478
16 H -1.205 -1.937 -0.328
17 H -1.937 -0.156 1.545
18 H -2.940 -0.328 0.135
19 H -2.252 2.075 0.125
20 H -0.731 1.642 0.820
21 H -1.708 -0.415 -2.083
22 H 0.068 -0.320 -2.165

Highest occupied orbital energy, eV: -9.372
Orbital gap, eV: 9.90
SMILES string: CC[C@H](I)[C@H]1CCOC1
Total charge: 0
Calculated total energy, eV: -17617.3896

The molecule's Mulliken atomic charges, reported in e, are given here:
1. C -1.263
2. C -0.312
3. C -0.837
4. I 0.049
5. C 0.207
6. C -0.991
7. C -0.359
8. O -0.447
9. C -0.923
10. H 0.346
11. H 0.239
12. H 0.391
13. H 0.206
14. H 0.432
15. H 0.566
16. H 0.673
17. H 0.330
18. H 0.322
19. H 0.402
20. H 0.202
21. H 0.370
22. H 0.396



(5)
Entry from the Open Molecules 2025 dataset: a cluster of 6 separate species, C16H44O8 in total at a distorted geometry (ωB97M-V with the def2-TZVPD basis set).

Geometry (Å):
1 C -11.845 -16.412 12.317
2 C -13.007 -16.693 11.371
3 C -13.823 -17.902 11.771
4 O -13.883 -15.509 11.403
5 H -12.080 -15.939 13.271
6 H -11.202 -15.684 11.822
7 H -11.207 -17.294 12.364
8 H -12.672 -16.667 10.334
9 H -13.864 -17.824 12.857
10 H -13.325 -18.826 11.477
11 H -14.814 -17.865 11.319
12 H -13.474 -14.743 10.994
13 C -9.571 -22.206 9.248
14 C -9.563 -21.204 10.425
15 C -10.806 -20.339 10.414
16 O -9.535 -21.953 11.638
17 H -8.797 -22.962 9.383
18 H -9.317 -21.700 8.317
19 H -10.452 -22.804 9.014
20 H -8.670 -20.589 10.315
21 H -11.705 -20.887 10.696
22 H -11.077 -19.910 9.449
23 H -10.775 -19.631 11.243
24 H -9.586 -21.264 12.305
25 C -8.067 -15.074 13.205
26 C -8.039 -16.586 13.035
27 C -7.767 -17.105 11.650
28 O -7.026 -17.021 13.883
29 H -8.656 -14.633 14.009
30 H -8.528 -14.594 12.342
31 H -7.080 -14.613 13.238
32 H -8.985 -16.906 13.472
33 H -7.540 -18.171 11.630
34 H -7.007 -16.491 11.168
35 H -8.727 -17.057 11.137
36 H -7.249 -16.656 14.743
37 C -11.295 -24.959 15.132
38 C -10.470 -23.760 14.440
39 C -8.992 -24.198 14.338
40 O -10.925 -23.646 13.092
41 H -11.186 -25.868 14.541
42 H -12.345 -24.665 15.118
43 H -10.998 -25.006 16.179
44 H -10.708 -22.839 14.972
45 H -8.920 -25.251 14.069
46 H -8.346 -23.951 15.180
47 H -8.412 -23.790 13.510
48 H -10.253 -23.125 12.647
49 C -9.175 -27.354 10.014
50 C -9.645 -26.080 10.825
51 O -10.884 -26.255 11.455
52 O -9.875 -27.539 8.761
53 H -9.374 -28.184 10.692
54 H -8.119 -27.145 9.841
55 H -9.710 -25.295 10.071
56 H -8.898 -25.866 11.588
57 H -11.193 -25.401 11.767
58 H -10.030 -28.486 8.762
59 C -11.735 -20.241 16.006
60 C -11.727 -20.032 14.498
61 O -10.449 -20.346 13.849
62 O -11.302 -19.008 16.590
63 H -11.111 -21.069 16.342
64 H -12.770 -20.384 16.315
65 H -11.817 -18.959 14.328
66 H -12.571 -20.517 14.006
67 H -9.878 -19.747 14.335
68 H -12.049 -18.465 16.854

Multiplicity: 2
Highest occupied orbital energy (alpha / beta), eV: -11.966 / -11.966
Orbital gap (alpha / beta), eV: 9.83 / 2.82
Total charge: +1
Calculated total energy, eV: -33673.3640

The molecule's Mulliken atomic charges, reported in e, are given here:
1. C -0.745
2. C 0.389
3. C -0.936
4. O -0.602
5. H 0.359
6. H 0.383
7. H -0.189
8. H 0.279
9. H 0.243
10. H 0.087
11. H 0.388
12. H 0.319
13. C -1.718
14. C 0.780
15. C -0.941
16. O -0.613
17. H 0.396
18. H 0.466
19. H 0.368
20. H 0.113
21. H 0.313
22. H 0.511
23. H -0.058
24. H 0.227
25. C -1.683
26. C 1.097
27. C -1.134
28. O -0.588
29. H 0.407
30. H 0.378
31. H 0.409
32. H -0.141
33. H 0.279
34. H 0.392
35. H 0.261
36. H 0.345
37. C -1.441
38. C 1.077
39. C -1.152
40. O -0.228
41. H 0.407
42. H 0.416
43. H 0.384
44. H -0.238
45. H 0.340
46. H 0.377
47. H 0.398
48. H 0.554
49. C -0.644
50. C 0.200
51. O -0.416
52. O -0.495
53. H 0.370
54. H 0.300
55. H 0.069
56. H 0.239
57. H 0.357
58. H 0.330
59. C -0.587
60. C -0.322
61. O -0.437
62. O -0.556
63. H 0.226
64. H 0.373
65. H 0.204
66. H 0.473
67. H 0.242
68. H 0.338